(1)
{"formula": "C5H13N3O", "method": "ωB97M-V/def2-TZVPD", "species": ["N", "H", "C", "N", "C", "C", "H", "H", "H", "H", "H", "H", "H", "C", "C", "O", "H", "H", "H", "H", "H", "N"], "positions_angstrom": [[-0.278, 0.537, -1.985], [-1.084, -1.152, -1.443], [-1.345, 0.678, 1.207], [-0.550, 1.888, -1.857], [0.963, 0.310, 0.226], [2.122, -0.652, 0.365], [3.054, -0.120, 0.188], [0.794, 0.385, -1.580], [2.145, -1.057, 1.378], [-0.210, -1.734, 1.870], [2.032, -1.480, -0.337], [-2.385, 0.362, 1.163], [-1.623, -1.995, 0.858], [-0.582, -1.677, 0.849], [-0.495, -0.244, 0.329], [1.145, 1.526, 0.362], [-1.292, 1.699, 0.842], [-0.374, 2.342, -2.750], [-0.020, -2.373, 0.228], [0.011, 2.317, -1.093], [-0.996, 0.650, 2.238], [-1.033, -0.211, -1.058]], "orbital_gap_ev": 9.704, "homo_energy_ev": -9.06, "smiles": "CC(=O)C(C)(C)NNN", "total_charge": 0}

(2)
{"formula": "C5H13N3O", "method": "ωB97M-V/def2-TZVPD", "species": ["H", "H", "H", "C", "C", "H", "N", "H", "H", "H", "H", "C", "O", "N", "H", "H", "N", "H", "C", "C", "H", "H"], "positions_angstrom": [[-2.014, -0.373, 1.478], [1.484, 1.506, -0.238], [1.623, -1.548, 1.679], [0.409, -0.799, 0.077], [-2.053, -0.463, 0.395], [-1.631, 0.779, -2.007], [-0.473, 1.507, 0.204], [2.950, 1.131, -1.165], [1.146, 0.131, 1.898], [-0.024, -1.162, 2.178], [-1.204, 2.139, -0.107], [0.805, -0.843, 1.551], [2.285, -1.268, -1.440], [-0.925, 0.120, -1.701], [0.137, -1.798, -0.266], [-0.056, 0.267, -2.204], [2.123, 0.843, -0.666], [-2.911, 0.099, 0.031], [1.726, -0.445, -0.743], [-0.739, 0.149, -0.281], [-2.193, -1.501, 0.109], [-0.466, 1.529, 1.217]], "orbital_gap_ev": 10.062, "homo_energy_ev": -9.26, "smiles": "C[C@H](C(N)=O)C(C)(N)N", "total_charge": 0}

Which of them is the least stable? Correct choice: (1).

(1)
{"formula": "C4H4S", "method": "ωB97M-V/def2-TZVPD", "species": ["S", "C", "H", "H", "H", "H", "C", "C", "C"], "positions_angstrom": [[1.972, -0.006, -0.011], [-0.284, -1.169, -0.006], [-1.415, -1.209, -0.038], [0.356, -2.008, 0.050], [0.310, 1.943, -0.039], [-1.337, 1.442, 0.052], [0.324, -0.028, -0.775], [-0.249, 1.090, -0.026], [0.325, -0.054, 0.792]], "orbital_gap_ev": 10.042, "homo_energy_ev": -9.36, "smiles": "C1[C@]23C[C@]12S3", "total_charge": 0}

(2)
{"formula": "C4H4S", "method": "ωB97M-V/def2-TZVPD", "species": ["H", "H", "H", "C", "H", "C", "C", "S", "C"], "positions_angstrom": [[-1.606, -1.475, -0.504], [-1.532, 0.234, 0.213], [1.857, -0.374, -2.340], [0.222, -0.425, -0.895], [-0.479, -1.207, 0.923], [1.028, -0.187, -1.729], [-0.914, -0.721, -0.025], [1.473, 2.070, 2.202], [-0.048, 2.085, 2.154]], "orbital_gap_ev": 10.024, "homo_energy_ev": -10.07, "total_charge": 0}

(3)
{"formula": "C4H4S", "method": "ωB97M-V/def2-TZVPD", "species": ["S", "H", "C", "H", "H", "C", "H", "C", "C"], "positions_angstrom": [[-2.120, -1.514, -0.010], [1.109, -1.086, 1.108], [1.291, 0.878, -0.034], [-0.369, 1.566, -1.108], [0.456, -0.051, 1.993], [0.521, -0.191, 0.927], [-0.220, 0.315, -1.971], [0.028, 0.580, -0.936], [-0.695, -0.497, 0.032]], "orbital_gap_ev": 8.027, "homo_energy_ev": -8.97, "total_charge": 0}

Which of them is the least stable? Correct choice: (3).

(1)
{"formula": "CH4O4Si", "method": "ωB97M-V/def2-TZVPD", "species": ["O", "O", "O", "H", "H", "C", "H", "Si", "O", "H"], "positions_angstrom": [[2.284, 1.427, -0.074], [2.519, -0.830, -0.639], [3.081, -0.665, 0.682], [-0.151, 0.489, -0.547], [-3.097, 1.005, 0.196], [2.590, 0.314, -0.021], [-2.158, -1.091, 1.226], [-2.107, -0.183, 0.132], [-0.628, 0.565, 0.259], [-2.335, -1.031, -1.214]], "orbital_gap_ev": [8.953, 8.072], "homo_energy_ev": [-8.44, -11.12], "spin_multiplicity": 3, "total_charge": 0, "s2": 2.02}

(2)
{"formula": "CH4O4Si", "method": "ωB97M-V/def2-TZVPD", "species": ["O", "Si", "O", "H", "C", "H", "H", "O", "H", "O"], "positions_angstrom": [[0.228, -0.604, 3.328], [0.172, -0.229, -0.503], [0.053, -2.981, 3.316], [0.575, 0.875, -1.226], [-0.219, -1.847, 3.278], [0.259, -1.155, -1.746], [-1.440, -0.062, 1.179], [-1.094, 0.323, 0.365], [1.278, -0.732, 0.498], [-1.166, -0.979, 3.149]], "orbital_gap_ev": [9.400, 7.437], "homo_energy_ev": [-8.97, -10.92], "spin_multiplicity": 3, "total_charge": 0, "s2": 2.02}

Which of them is the least stable? Correct choice: (2).